{
  "formula": "C5H8FNO5",
  "method": "the ωB97M-V functional and the def2-TZVPD basis",
  "lumo_energy_ha": 0.1884,
  "total_charge": -2,
  "fmax_ev_per_a": 2.82,
  "orbital_gap_ev": 2.8222,
  "spin_multiplicity": 1,
  "elements": ["N", "C", "O", "O", "C", "C", "C", "F", "H", "H", "H", "H", "H", "H", "H", "H", "C", "O", "O", "O"],
  "xyz": [[0.52, -2.39, 1.87], [0.82, -1.92, 0.58], [1.88, -2.10, 0.10], [-0.22, -1.35, -0.01], [-0.02, 0.05, -0.30], [0.44, 0.90, 0.90], [1.75, 1.62, 0.66], [2.84, 0.93, 1.14], [-0.42, -2.12, 2.10], [1.16, -1.97, 2.53], [-0.98, 0.44, -0.62], [0.65, 0.21, -1.14], [-0.29, 1.70, 1.02], [0.46, 0.36, 1.85], [1.89, 1.80, -0.40], [1.69, 2.60, 1.12], [-3.05, 0.31, -2.88], [-3.04, 0.32, -4.15], [-2.17, 0.99, -2.18], [-3.91, -0.37, -2.19]]
}

---

{
  "formula": "C5H8FNS",
  "method": "the ωB97M-V functional and the def2-TZVPD basis",
  "lumo_energy_ha": -0.0208,
  "smiles": "FCC(=S)C1CNC1",
  "fmax_ev_per_a": 4.96,
  "orbital_gap_ev": 8.4720,
  "spin_multiplicity": 1,
  "elements": ["F", "C", "C", "S", "C", "C", "N", "C", "H", "H", "H", "H", "H", "H", "H", "H"],
  "xyz": [[1.71, -1.93, 0.09], [2.15, -0.60, -0.12], [1.15, 0.49, 0.27], [1.50, 2.07, -0.24], [-0.33, 0.05, 0.76], [-1.50, 1.00, 0.51], [-2.22, -0.18, -0.48], [-0.81, -0.76, -0.61], [2.61, -0.29, -0.96], [2.94, -0.66, 0.60], [-0.43, -0.54, 1.75], [-1.14, 1.88, 0.04], [-2.19, 1.35, 1.30], [-2.62, 0.40, -1.25], [-0.80, -1.83, -0.19], [-0.04, -0.44, -1.48]]
}

---

{
  "formula": "C5H8IN",
  "method": "the ωB97M-V functional and the def2-TZVPD basis",
  "lumo_energy_ha": [-0.0010, -0.0009],
  "fmax_ev_per_a": 4.25,
  "orbital_gap_ev": [8.1166, 8.1169],
  "spin_multiplicity": 1,
  "elements": ["C", "C", "C", "C", "C", "N", "I", "H", "H", "H", "H", "H", "H", "H", "H"],
  "xyz": [[0.55, 0.44, -0.79], [-0.64, 0.39, -0.23], [2.32, -0.51, 0.25], [-1.80, 0.92, -0.93], [-1.01, -0.34, 1.04], [2.10, -1.66, 0.60], [4.12, 0.44, -0.36], [1.00, 1.19, -1.39], [-2.13, 1.90, -0.67], [-1.63, 1.03, -2.06], [-2.61, 0.35, -0.67], [0.01, -0.72, 1.59], [-1.36, -1.29, 0.72], [-1.64, 0.21, 1.82], [2.71, -2.37, 1.08]]
}

---

{
  "formula": "C5H8IN",
  "method": "the ωB97M-V functional and the def2-TZVPD basis",
  "lumo_energy_ha": [0.0366, -0.0791],
  "fmax_ev_per_a": 4.15,
  "orbital_gap_ev": [7.7335, 6.9611],
  "spin_multiplicity": 3,
  "elements": ["C", "C", "C", "C", "C", "N", "I", "H", "H", "H", "H", "H", "H", "H", "H"],
  "xyz": [[-0.22, 0.85, 0.73], [0.25, -0.33, 0.02], [-0.27, 2.08, -0.24], [0.58, 2.11, 1.00], [0.34, -2.45, -1.02], [0.02, -1.50, -0.06], [-1.96, -2.66, 1.05], [-1.18, 0.76, 1.36], [0.11, 1.72, -1.18], [-1.13, 2.64, -0.35], [0.34, 2.80, 1.79], [1.59, 1.92, 0.85], [1.24, -2.09, -1.52], [0.61, -3.39, -0.59], [-0.33, -2.45, -1.83]]
}

---

{
  "formula": "C5H8IN2",
  "method": "the ωB97M-V functional and the def2-TZVPD basis",
  "lumo_energy_ha": -0.1375,
  "smiles": "Cn1cc[n+](C)c1I",
  "total_charge": 1,
  "fmax_ev_per_a": 5.58,
  "orbital_gap_ev": 9.4335,
  "spin_multiplicity": 1,
  "elements": ["C", "N", "C", "C", "N", "C", "C", "I", "H", "H", "H", "H", "H", "H", "H", "H"],
  "xyz": [[-0.15, 2.20, 1.29], [0.01, 0.93, 0.59], [0.98, 0.09, 1.05], [1.03, -1.04, 0.29], [0.12, -0.96, -0.68], [-0.31, -2.01, -1.61], [-0.60, 0.42, -0.44], [-2.29, 1.15, -1.38], [-0.84, 2.76, 0.77], [-0.62, 2.01, 2.15], [0.92, 2.74, 1.42], [1.61, 0.38, 1.79], [1.73, -1.94, 0.42], [0.46, -2.06, -2.38], [-0.74, -2.92, -1.12], [-1.32, -1.74, -2.15]]
}

---

{
  "formula": "C5H8IN2",
  "method": "the ωB97M-V functional and the def2-TZVPD basis",
  "lumo_energy_ha": -0.1925,
  "smiles": "C\\[NH+]=C/C=C\\N=C/I",
  "total_charge": 1,
  "fmax_ev_per_a": 4.32,
  "orbital_gap_ev": 8.2883,
  "spin_multiplicity": 1,
  "elements": ["C", "N", "C", "C", "C", "N", "C", "I", "H", "H", "H", "H", "H", "H", "H", "H"],
  "xyz": [[-1.36, 0.93, 0.68], [-0.46, 1.09, -0.45], [-0.08, 0.22, -1.41], [-0.21, -1.15, -1.12], [0.15, -1.72, 0.09], [0.57, -0.86, 1.07], [1.39, 0.10, 1.09], [3.21, 0.28, -0.03], [-2.23, 1.56, 0.70], [-1.75, -0.03, 0.55], [-0.77, 0.80, 1.53], [0.08, 1.93, -0.60], [0.50, 0.67, -2.27], [-0.46, -1.92, -1.85], [0.15, -2.75, 0.16], [1.29, 0.84, 1.87]]
}